Record 1
Molecular formula: C3H6N2O2
Method: DFT, ωB97M-V/def2-TZVPD

Geometry as ORCA input:
```
! RIJCOSX wB97M-V def2-TZVPD def2/J DEFGRID3
* xyz 0 1
H 1.90 -1.01 -1.54
N 0.95 -0.67 -1.70
C 0.37 -0.56 -0.58
N -0.91 -0.01 -0.47
C -1.39 1.01 -1.26
O -2.52 1.41 -1.20
O 0.91 -0.99 0.59
C 0.74 -0.18 1.75
H -1.58 -0.45 0.15
H -0.61 1.42 -1.92
H 1.14 -0.78 2.57
H -0.31 0.05 1.94
H 1.30 0.75 1.66
*
```

Summary:
**Energy relative to the best compared isomer or geometry (same formula, charge and spin)**: 158.66 kJ/mol
**SMILES**: [H]/N=C(/NC=O)OC
**HOMO**: -10.206 eV
**DFT total energy**: -10283.1530 eV

Calculated atomic charges, method Löwdin, unit e:
1 H 0.069
2 N 0.177
3 C -0.517
4 N 0.107
5 C -0.317
6 O 0.040
7 O -0.065
8 C -0.060
9 H 0.155
10 H 0.135
11 H 0.094
12 H 0.083
13 H 0.099

Record 2
Molecular formula: C3H6N2O2
Method: DFT, ωB97M-V/def2-TZVPD

Geometry as ORCA input:
```
! RIJCOSX wB97M-V def2-TZVPD def2/J DEFGRID3
* xyz 0 1
H 2.04 0.13 -1.98
N 1.36 -0.08 -1.26
C 1.65 0.51 -0.17
O 0.95 0.40 0.95
C -0.08 -0.59 1.02
C -1.45 -0.14 0.53
N -1.48 0.43 -0.70
O -2.44 -0.31 1.22
H 2.50 1.18 -0.01
H 0.23 -1.48 0.46
H -0.19 -0.83 2.08
H -2.39 0.62 -1.09
H -0.68 0.30 -1.32
*
```

Summary:
**Energy relative to the best compared isomer or geometry (same formula, charge and spin)**: 118.69 kJ/mol
**SMILES**: [H]/N=C/OCC(N)=O
**HOMO**: -9.801 eV
**DFT total energy**: -10283.5674 eV

Calculated atomic charges, method Löwdin, unit e:
1 H 0.061
2 N 0.097
3 C -0.305
4 O -0.042
5 C -0.088
6 C -0.517
7 N 0.170
8 O 0.050
9 H 0.139
10 H 0.129
11 H 0.132
12 H 0.113
13 H 0.062

Record 3
Molecular formula: C3H6N2O2
Method: DFT, ωB97M-V/def2-TZVPD

Geometry as ORCA input:
```
! RIJCOSX wB97M-V def2-TZVPD def2/J DEFGRID3
* xyz 0 1
C 0.80 0.26 -1.07
C 0.22 -1.02 -1.46
C -0.53 -0.30 0.51
H 0.82 1.04 1.82
H 0.72 0.75 -2.10
H 1.70 0.34 -0.50
H -0.51 -0.75 -2.31
H 1.20 -1.59 -1.73
H -0.66 -2.30 0.02
N -0.31 0.90 -0.11
N -0.27 -1.50 -0.16
O 0.27 1.91 0.64
O -0.53 -0.28 1.72
*
```

Summary:
**Energy relative to the best compared isomer or geometry (same formula, charge and spin)**: 687.53 kJ/mol
**HOMO**: -9.660 eV
**DFT total energy**: -10277.6718 eV

Calculated atomic charges, method Löwdin, unit e:
1 C -0.134
2 C -0.211
3 C -0.568
4 H 0.345
5 H 0.141
6 H 0.111
7 H 0.147
8 H 0.158
9 H 0.071
10 N -0.111
11 N 0.133
12 O -0.131
13 O 0.050

Record 4
Molecular formula: C3H6N2O2
Method: DFT, ωB97M-V/def2-TZVPD

Geometry as ORCA input:
```
! RIJCOSX wB97M-V def2-TZVPD def2/J DEFGRID3
* xyz 0 1
H 1.99 0.21 -2.01
N 1.31 -0.01 -1.28
C 1.66 0.50 -0.18
O 0.97 0.39 0.96
C -0.09 -0.57 1.08
C -1.46 -0.19 0.52
N -1.48 0.42 -0.69
O -2.46 -0.46 1.16
H 2.54 1.12 0.00
H 0.22 -1.52 0.61
H -0.22 -0.72 2.15
H -2.39 0.57 -1.10
H -0.68 0.35 -1.31
*
```

Summary:
**Energy relative to the best compared isomer or geometry (same formula, charge and spin)**: 121.25 kJ/mol
**SMILES**: [H]/N=C/OCC(N)=O
**HOMO**: -9.785 eV
**DFT total energy**: -10283.5408 eV

Calculated atomic charges, method Löwdin, unit e:
1 H 0.062
2 N 0.098
3 C -0.304
4 O -0.044
5 C -0.085
6 C -0.521
7 N 0.170
8 O 0.048
9 H 0.138
10 H 0.134
11 H 0.133
12 H 0.112
13 H 0.058

Record 5
Molecular formula: C3H6N2O2
Method: DFT, ωB97M-V/def2-TZVPD

Geometry as ORCA input:
```
! RIJCOSX wB97M-V def2-TZVPD def2/J DEFGRID3
* xyz 0 1
C 2.57 -0.21 -0.16
N 1.19 0.22 -0.27
N 0.32 -0.68 0.10
C -0.88 -0.54 0.31
O -1.56 0.66 0.44
C -2.86 0.57 0.13
O -3.32 -0.35 -0.46
H 3.14 0.20 -1.01
H 2.92 -0.14 0.88
H 2.54 -1.19 -0.47
H 1.01 1.31 -0.26
H -1.57 -1.36 0.34
H -3.48 1.50 0.42
*
```

Summary:
**Energy relative to the best compared isomer or geometry (same formula, charge and spin)**: 347.19 kJ/mol
**SMILES**: CN/N=C\OC=O
**HOMO**: -8.420 eV
**DFT total energy**: -10281.1991 eV

Calculated atomic charges, method Löwdin, unit e:
1 C -0.098
2 N -0.148
3 N 0.015
4 C -0.213
5 O 0.029
6 C -0.346
7 O 0.077
8 H 0.087
9 H 0.087
10 H 0.041
11 H 0.184
12 H 0.118
13 H 0.166

Record 6
Molecular formula: C3H6N2O2
Method: DFT, ωB97M-V/def2-TZVPD

Geometry as ORCA input:
```
! RIJCOSX wB97M-V def2-TZVPD def2/J DEFGRID3
* xyz 0 1
H 1.01 -1.67 -0.65
N 0.46 -1.28 0.09
C -0.03 -0.12 0.09
N -0.82 0.30 1.16
C -1.11 -0.54 2.22
O -1.78 -0.21 3.17
O 0.04 0.91 -0.78
C 0.87 0.74 -1.92
H -1.17 1.24 1.17
H -0.66 -1.53 2.07
H 0.63 1.58 -2.58
H 0.64 -0.21 -2.42
H 1.92 0.79 -1.63
*
```

Summary:
**Energy relative to the best compared isomer or geometry (same formula, charge and spin)**: 142.61 kJ/mol
**SMILES**: [H]/N=C(/NC=O)OC
**HOMO**: -9.918 eV
**DFT total energy**: -10283.3194 eV

Calculated atomic charges, method Löwdin, unit e:
1 H 0.051
2 N 0.161
3 C -0.505
4 N 0.120
5 C -0.314
6 O 0.038
7 O -0.055
8 C -0.063
9 H 0.158
10 H 0.125
11 H 0.095
12 H 0.091
13 H 0.099

Record 7
Molecular formula: C3H6N2O2
Method: DFT, ωB97M-V/def2-TZVPD

Geometry as ORCA input:
```
! RIJCOSX wB97M-V def2-TZVPD def2/J DEFGRID3
* xyz 0 1
H 0.86 2.05 -1.43
N 1.20 1.63 -0.56
C 0.30 0.87 -0.11
N 0.51 0.09 1.04
C 1.57 -0.76 1.23
O 1.79 -1.34 2.27
O -0.94 0.77 -0.65
C -1.61 -0.48 -0.57
H -0.08 0.24 1.85
H 2.17 -0.89 0.31
H -2.61 -0.29 -0.97
H -1.70 -0.85 0.46
H -1.11 -1.24 -1.17
*
```

Summary:
**Energy relative to the best compared isomer or geometry (same formula, charge and spin)**: 168.39 kJ/mol
**SMILES**: [H]/N=C(/NC=O)OC
**HOMO**: -10.323 eV
**DFT total energy**: -10283.0522 eV

Calculated atomic charges, method Löwdin, unit e:
1 H 0.070
2 N 0.185
3 C -0.512
4 N 0.098
5 C -0.328
6 O 0.037
7 O -0.062
8 C -0.062
9 H 0.160
10 H 0.139
11 H 0.093
12 H 0.084
13 H 0.098

Record 8
Molecular formula: C3H6N2O2
Method: DFT, ωB97M-V/def2-TZVPD

Geometry as ORCA input:
```
! RIJCOSX wB97M-V def2-TZVPD def2/J DEFGRID3
* xyz 0 1
N -2.09 -0.97 -2.83
C -1.00 -1.32 -2.69
C 0.38 -1.74 -2.48
O 0.72 -2.42 -1.55
H 1.01 -1.30 -3.23
C -0.78 0.40 0.72
N 0.66 0.58 0.91
O 1.43 0.15 -0.23
H -1.30 1.04 1.35
H -1.04 0.54 -0.25
H -1.09 -0.69 1.06
H 1.01 1.54 1.01
H 1.46 -0.77 -0.08
*
```

Summary:
**Energy relative to the best compared isomer or geometry (same formula, charge and spin)**: 486.27 kJ/mol
**SMILES**: N#CC=O.CNO
**HOMO**: -9.041 eV
**DFT total energy**: -10279.7576 eV

Calculated atomic charges, method Löwdin, unit e:
1 N 0.185
2 C -0.141
3 C -0.244
4 O 0.086
5 H 0.119
6 C -0.102
7 N -0.146
8 O -0.094
9 H 0.051
10 H 0.018
11 H 0.125
12 H 0.114
13 H 0.029

Record 9
Molecular formula: C3H6N2O2
Method: DFT, ωB97M-V/def2-TZVPD

Geometry as ORCA input:
```
! RIJCOSX wB97M-V def2-TZVPD def2/J DEFGRID3
* xyz 0 1
C 0.69 0.45 0.44
C -1.64 0.65 0.55
C 1.06 -0.78 -0.24
N 1.57 0.97 1.44
N 1.64 1.50 0.33
O -2.06 -0.68 0.45
O 0.18 -0.79 -1.42
H -1.86 1.23 -0.35
H -1.36 1.05 1.54
H 0.86 -1.73 0.13
H 2.12 -0.84 -0.60
H -1.80 -1.06 -0.34
H 0.59 0.04 -1.93
*
```

Summary:
**Energy relative to the best compared isomer or geometry (same formula, charge and spin)**: 739.24 kJ/mol
**HOMO**: -8.613 eV
**DFT total energy**: -10277.1358 eV

Calculated atomic charges, method Löwdin, unit e:
1 C -0.363
2 C 0.018
3 C -0.239
4 N 0.108
5 N 0.100
6 O -0.049
7 O -0.149
8 H 0.087
9 H 0.081
10 H 0.088
11 H 0.131
12 H 0.036
13 H 0.151

Record 10
Molecular formula: C3H6N2O2
Method: DFT, ωB97M-V/def2-TZVPD

Geometry as ORCA input:
```
! RIJCOSX wB97M-V def2-TZVPD def2/J DEFGRID3
* xyz 0 1
N -1.50 -0.54 -0.76
C -0.61 0.39 0.04
O -1.17 1.39 0.55
C -0.33 -0.88 0.77
O 1.53 -0.32 1.29
C 1.71 0.43 0.31
N 0.76 0.65 -0.60
H -2.43 -0.13 -0.79
H -1.16 -0.88 -1.66
H 0.15 -1.72 0.28
H -0.88 -1.08 1.69
H 2.69 0.92 0.17
H 0.83 1.50 -1.15
*
```

Summary:
**Energy relative to the best compared isomer or geometry (same formula, charge and spin)**: 404.14 kJ/mol
**HOMO**: -8.652 eV
**DFT total energy**: -10280.6088 eV

Calculated atomic charges, method Löwdin, unit e:
1 N 0.119
2 C -0.809
3 O -0.066
4 C 0.174
5 O 0.005
6 C -0.272
7 N 0.136
8 H 0.101
9 H 0.093
10 H 0.107
11 H 0.124
12 H 0.145
13 H 0.142

Record 11
Molecular formula: C3H6N2O2
Method: DFT, ωB97M-V/def2-TZVPD

Geometry as ORCA input:
```
! RIJCOSX wB97M-V def2-TZVPD def2/J DEFGRID3
* xyz 0 1
C -0.88 0.52 -2.13
C -0.27 0.14 -0.85
N 1.00 -0.02 -0.75
O 1.52 -0.29 0.51
C 0.67 0.01 1.58
O -0.58 -0.56 1.36
N -1.17 0.14 0.26
H -1.61 -0.26 -2.42
H -1.47 1.46 -1.98
H -0.14 0.60 -2.93
H 0.59 1.08 1.65
H 1.11 -0.50 2.47
H -1.99 -0.43 0.01
*
```

Summary:
**Energy relative to the best compared isomer or geometry (same formula, charge and spin)**: 476.88 kJ/mol
**SMILES**: CC1=NOCON1
**HOMO**: -8.988 eV
**DFT total energy**: -10279.8550 eV

Calculated atomic charges, method Löwdin, unit e:
1 C -0.035
2 C -0.409
3 N 0.112
4 O -0.102
5 C -0.238
6 O -0.087
7 N 0.051
8 H 0.087
9 H 0.102
10 H 0.086
11 H 0.127
12 H 0.155
13 H 0.150

Record 12
Molecular formula: C3H6N2O2
Method: DFT, ωB97M-V/def2-TZVPD

Geometry as ORCA input:
```
! RIJCOSX wB97M-V def2-TZVPD def2/J DEFGRID3
* xyz 0 1
C 0.56 -0.58 0.76
C 0.20 -1.34 -0.49
C -0.08 1.92 -0.41
O -1.13 -1.76 -0.16
O -0.40 0.93 0.51
N -1.37 -1.41 1.14
N -0.33 -1.01 1.72
H 1.59 -0.42 1.08
H 0.83 -2.20 -0.73
H 0.16 -0.72 -1.39
H 0.44 1.55 -1.31
H -1.02 2.35 -0.77
H 0.55 2.71 0.04
*
```

Summary:
**Energy relative to the best compared isomer or geometry (same formula, charge and spin)**: 580.15 kJ/mol
**HOMO**: -9.974 eV
**DFT total energy**: -10278.7846 eV

Calculated atomic charges, method Löwdin, unit e:
1 C -0.144
2 C -0.132
3 C -0.185
4 O -0.079
5 O -0.205
6 N 0.080
7 N 0.038
8 H 0.139
9 H 0.130
10 H 0.116
11 H 0.073
12 H 0.091
13 H 0.077